66
Properties=species:S:1:pos:R:3:forces:R:3:lowdin_spin:R:1 method="wB97M-V/def2-TZVPD" s_squared=0.8296 multiplicity=2 total_charge=+1 e_tot_ev=-90214.2512 homo_lumo_gap_ev="6.0159 / 5.6379"
Mn 0.126 -0.750 0.133 0.3 0.9 -0.3 0.78
S 2.306 -0.225 -0.151 -0.5 -0.2 0.1 0.01
F 0.299 -3.477 -4.303 0.0 0.0 0.0 0.00
F -1.214 0.897 -4.776 0.0 0.0 0.0 0.00
N -0.690 0.875 0.421 0.5 -0.5 -0.2 0.11
N -1.850 -1.360 -0.023 0.2 0.0 0.0 0.00
N 0.352 -0.407 2.338 0.1 -0.2 0.1 0.00
N 0.881 -2.661 -0.172 -0.2 0.1 0.1 0.00
C -2.642 -0.266 -0.188 0.0 0.2 0.1 0.01
C 1.333 -0.579 4.519 0.0 0.0 0.0 0.00
C 1.106 3.007 3.546 0.0 0.0 0.0 0.01
C 2.008 2.215 -1.439 0.0 -0.1 0.0 0.00
C 1.485 0.775 4.607 0.0 0.0 0.0 0.00
C -4.157 2.045 -0.371 -0.1 -0.1 0.0 0.00
C -2.374 -2.553 -0.205 0.0 0.0 0.0 0.01
C 2.513 1.526 -0.338 -0.1 0.1 -0.1 0.00
C -0.735 -0.080 -3.996 0.0 0.0 -0.1 0.00
C 3.235 2.222 0.626 0.0 -0.1 0.0 0.00
C 0.816 -3.084 -1.455 0.0 0.0 0.0 0.00
C 0.761 -1.128 3.355 0.0 0.0 0.1 0.00
C 0.005 3.078 1.393 -0.1 0.0 -0.1 0.01
C -3.721 -2.743 -0.554 0.0 0.0 0.0 0.00
C -0.100 1.714 1.379 0.1 -0.2 0.2 0.01
C -4.744 0.840 -0.645 0.0 0.0 0.0 0.03
C 2.189 3.585 -1.549 0.0 0.0 0.0 0.00
C 1.459 -3.433 0.754 0.0 0.0 0.0 0.00
C 0.042 -2.282 -3.741 0.0 0.0 0.0 0.00
C -0.045 -0.824 -1.839 0.0 -0.2 0.1 -0.03
C 1.957 -4.687 0.479 0.0 0.0 0.0 0.00
C -4.525 -1.650 -0.728 0.0 0.0 0.0 0.01
C 0.449 0.952 2.446 -0.1 0.0 0.0 0.01
C 2.900 4.280 -0.577 0.0 0.0 0.0 0.00
C -2.802 2.132 0.006 0.1 -0.2 0.0 0.03
C -0.555 0.176 -2.649 0.0 0.0 0.0 0.00
C 1.026 1.593 3.550 0.0 0.1 0.0 0.00
C -0.448 -1.300 -4.575 0.0 0.0 0.0 0.00
C 0.623 3.720 2.487 0.0 0.0 0.0 0.00
C -2.030 0.993 0.066 -0.3 0.1 0.0 0.00
C -3.994 -0.356 -0.539 0.0 0.0 0.0 0.00
C 3.434 3.590 0.502 0.0 0.0 0.0 0.00
C 1.862 -5.149 -0.826 0.0 0.0 0.0 0.00
C 1.299 -4.346 -1.799 0.0 0.0 0.0 0.00
C 0.260 -2.087 -2.379 0.0 0.0 0.0 0.00
H -1.706 -3.398 -0.088 0.0 0.0 0.0 0.00
H 0.716 4.797 2.472 0.0 0.0 0.0 0.00
H -0.600 -1.483 -5.628 0.0 0.0 0.0 0.00
H 1.647 -1.238 5.316 0.0 0.0 0.0 0.00
H 1.568 3.511 4.386 0.0 0.0 0.0 0.00
H 4.005 4.117 1.255 0.0 0.0 0.0 0.00
H 1.935 1.231 5.480 0.0 0.0 0.0 0.00
H 1.248 -4.683 -2.820 0.0 0.0 0.0 0.00
H -0.810 1.158 -2.273 0.0 0.0 0.0 0.00
H -5.789 0.786 -0.924 0.0 0.0 0.0 0.00
H -4.739 2.954 -0.437 0.0 0.0 0.0 0.00
H -2.379 3.098 0.235 0.0 0.0 0.0 0.00
H 3.056 5.346 -0.673 0.0 0.0 0.0 0.00
H -0.342 3.669 0.556 0.0 0.0 0.0 0.00
H 2.243 -6.127 -1.090 0.0 0.0 0.0 0.00
H -4.096 -3.747 -0.685 0.0 0.0 0.0 0.00
H -5.567 -1.766 -1.002 0.0 0.0 0.0 0.00
H 3.643 1.685 1.475 0.0 0.0 0.0 0.00
H 0.634 -2.200 3.278 0.0 0.0 0.0 0.00
H 1.792 4.110 -2.409 0.0 0.0 0.0 0.00
H 2.415 -5.274 1.261 0.0 0.0 0.0 0.00
H 1.541 -3.005 1.741 0.0 0.0 0.0 0.00
H 1.487 1.672 -2.215 0.0 0.0 0.0 0.00